1.
{"formula": "C18H36NO21", "method": "wB97M-V/def2-TZVPD", "gap_ev": 7.87, "lumo_energy_ev": 2.524, "relative_energy_ev": 0.455, "multiplicity": 1, "homo_energy_ev": -5.34, "total_charge": -1, "e_tot_ha": -2342.24863, "symbols": ["N", "O", "O", "O", "C", "O", "C", "O", "O", "C", "H", "H", "H", "H", "H", "H", "C", "O", "C", "O", "O", "C", "H", "H", "H", "H", "H", "H", "C", "O", "C", "O", "O", "C", "H", "H", "H", "H", "H", "H", "C", "O", "C", "O", "O", "C", "H", "H", "H", "H", "H", "H", "C", "O", "C", "O", "O", "C", "H", "H", "H", "H", "H", "H", "C", "O", "C", "O", "O", "C", "H", "H", "H", "H", "H", "H"], "coordinates": [[-0.6888, -0.8532, -0.3389], [0.5512, -0.7271, -0.2438], [-1.2110, -1.3500, -1.3488], [-1.4305, -0.5113, 0.6286], [5.5101, 0.9539, 2.7744], [4.2074, 1.4486, 2.9268], [3.1950, 0.6041, 2.7318], [3.2901, -0.5114, 2.3101], [2.0863, 1.2466, 3.0370], [0.8877, 0.4754, 2.8741], [5.5546, 0.1523, 2.0365], [5.9305, 0.6484, 3.7400], [6.1958, 1.7392, 2.4463], [0.0462, 1.0500, 3.2499], [0.9410, -0.4802, 3.3951], [0.7150, 0.2618, 1.8214], [-4.3753, -1.8214, -0.3651], [-5.2237, -2.7829, -1.0210], [-4.6453, -3.8087, -1.6202], [-3.4819, -4.0412, -1.7362], [-5.6321, -4.5994, -2.0940], [-5.2243, -5.6828, -2.8922], [-4.9862, -1.4212, 0.4407], [-4.1182, -1.0025, -1.0334], [-3.4532, -2.2455, 0.0196], [-6.0707, -5.9873, -3.5129], [-5.0323, -6.5512, -2.2538], [-4.3861, -5.4571, -3.5450], [4.7709, -2.8871, 4.6715], [3.3612, -2.8697, 4.7373], [2.7422, -3.2150, 3.5995], [3.2871, -3.5484, 2.5854], [1.4383, -3.1131, 3.7960], [0.6625, -3.3141, 2.6122], [5.1701, -3.7380, 4.1125], [5.1577, -2.9588, 5.6829], [5.1128, -2.0018, 4.1307], [0.4798, -4.3866, 2.4937], [1.0877, -2.8255, 1.7404], [-0.3383, -2.9011, 2.7592], [-0.8067, 1.2024, -3.9474], [-2.1626, 1.3129, -3.5551], [-2.8502, 0.1830, -3.5810], [-2.4854, -0.8934, -3.9296], [-4.1200, 0.4890, -3.2833], [-5.1423, -0.4065, -3.7239], [-0.7402, 0.8670, -4.9843], [-0.2367, 0.5250, -3.3089], [-0.3478, 2.1863, -3.8719], [-5.6623, -0.8780, -2.8934], [-4.7715, -1.1375, -4.4382], [-5.8184, 0.2879, -4.2300], [-1.5707, 2.4790, -0.3228], [-1.6416, 3.8995, -0.3434], [-2.8177, 4.4373, -0.0877], [-3.8713, 3.8717, 0.0019], [-2.6397, 5.7646, -0.0043], [-3.8103, 6.5057, 0.3196], [-2.4830, 1.8923, -0.3968], [-1.0448, 2.1610, 0.5793], [-0.9602, 2.1088, -1.1511], [-4.6764, 6.1170, -0.2126], [-3.6295, 7.5282, 0.0025], [-3.9875, 6.4467, 1.3925], [6.9875, 1.6726, -1.0013], [5.8642, 2.4846, -0.7224], [4.7103, 1.8369, -0.5502], [4.6061, 0.6556, -0.3863], [3.7065, 2.6955, -0.5955], [2.3659, 2.1700, -0.6763], [7.2246, 1.0524, -0.1303], [7.8552, 2.2962, -1.1931], [6.8064, 1.0096, -1.8464], [2.0676, 2.2309, -1.7307], [1.7241, 2.8442, -0.1213], [2.2750, 1.1151, -0.4249]]}

=====

2.
{"formula": "H10O5", "method": "wB97M-V/def2-TZVPD", "gap_ev": 11.20, "lumo_energy_ev": 0.339, "relative_energy_ev": 0.935, "multiplicity": 1, "homo_energy_ev": -10.86, "e_tot_ha": -382.18980, "symbols": ["O", "H", "H", "O", "H", "H", "O", "H", "H", "O", "H", "H", "O", "H", "H"], "coordinates": [[1.9299, 0.3860, 1.7147], [1.0519, 0.6460, 1.5107], [1.9119, -0.1280, 2.5227], [-0.5511, 0.9080, 0.4317], [-0.1601, 1.4350, -0.2263], [-0.8661, 0.1760, -0.1163], [-0.9121, -0.9480, -1.4353], [-1.3081, -1.8470, -1.3633], [-1.2851, -0.5180, -2.2013], [1.4119, 1.5230, -1.9083], [1.9609, 1.5410, -1.1353], [1.6949, 0.7160, -2.3283], [-1.3571, -1.5670, 1.5477], [-2.3051, -1.7230, 1.4357], [-1.2171, -0.6000, 1.5517]]}

=====

3.
{"formula": "C4H4In", "method": "wB97M-V/def2-TZVPD", "gap_ev": [7.41, 6.32], "lumo_energy_ev": [-19.712, -19.824], "relative_energy_ev": 0.000, "multiplicity": 1, "homo_energy_ev": [-27.12, -26.15], "total_charge": 3, "e_tot_ha": -343.32233, "symbols": ["C", "C", "H", "In", "C", "C", "H", "H", "H"], "coordinates": [[0.3538, 1.3393, -1.1490], [0.1635, 0.1583, -0.8508], [0.7167, 1.5998, -2.1867], [-1.6085, 2.0675, -0.6916], [-0.0200, -0.9310, 0.0486], [0.2026, -0.8176, 1.3683], [0.0279, -1.6654, 2.0311], [-0.3324, -1.8801, -0.3928], [0.4963, 0.1294, 1.8228]]}

=====

Q: Number 1 is which compound?
A: C18H36NO21

=====

Repeat the third record exactly.
{"formula": "C4H4In", "method": "wB97M-V/def2-TZVPD", "gap_ev": [7.41, 6.32], "lumo_energy_ev": [-19.712, -19.824], "relative_energy_ev": 0.000, "multiplicity": 1, "homo_energy_ev": [-27.12, -26.15], "total_charge": 3, "e_tot_ha": -343.32233, "symbols": ["C", "C", "H", "In", "C", "C", "H", "H", "H"], "coordinates": [[0.3538, 1.3393, -1.1490], [0.1635, 0.1583, -0.8508], [0.7167, 1.5998, -2.1867], [-1.6085, 2.0675, -0.6916], [-0.0200, -0.9310, 0.0486], [0.2026, -0.8176, 1.3683], [0.0279, -1.6654, 2.0311], [-0.3324, -1.8801, -0.3928], [0.4963, 0.1294, 1.8228]]}